[1]
Below is the molecule C6H9N3O2S, with properties calculated with ωB97M-V with the def2-TZVPD basis set.

XYZ file:
```
21
Properties=species:S:1:pos:R:3:forces:R:3
C 1.295419 -0.360656 -1.473502 0.8615 -0.0171 -1.9423
C 0.488586 0.504918 -0.508562 -1.3403 -3.7579 2.6839
N 1.243769 1.491112 0.225779 -0.8863 -0.9956 -0.5939
C 2.102956 1.077851 1.248626 0.2700 2.0693 -1.7043
O 3.006213 1.789586 1.617978 0.4410 0.0571 0.1370
N 1.870506 -0.130937 1.775410 -1.4703 -1.2521 0.4598
C 0.562777 -0.762190 1.791600 2.1494 -0.7175 -0.8277
O 0.187323 -1.507453 2.662786 0.2825 0.5292 0.5001
N -0.087027 -0.617340 0.601805 1.4882 2.2583 -0.8521
C -1.495728 -0.705755 0.758911 -1.0373 1.6681 -3.3134
C -2.084837 0.564061 0.194247 2.7475 0.8105 -1.0536
S -1.038635 1.164964 -1.239255 0.0647 -1.0103 0.3246
H 0.793301 -1.297142 -1.836603 0.0549 0.8550 0.9699
H 2.370771 -0.699972 -1.087442 -2.2657 1.2658 -0.9390
H 1.222078 0.258309 -2.451712 1.2831 -0.8618 1.3020
H 1.620635 2.065628 -0.507543 0.7315 0.9212 0.6296
H 2.584058 -0.288869 2.460672 -0.3251 -0.6841 0.7943
H -1.727855 -0.823223 1.742001 -0.7303 -0.3606 2.7890
H -2.015209 -1.434580 0.190733 0.2345 -1.5669 -0.5237
H -3.031085 0.601517 -0.174314 -2.8981 -0.8527 -1.1043
H -2.051473 1.409597 0.775307 0.3446 1.6421 2.2641
```
Forces are in eV/Å.

- SMILES: C[C@]12NC(=O)NC(=O)N1CCS2
- Total charge: 0
- HOMO: -9.5 eV

[2]
Below is the molecule C6H9N, with properties calculated with ωB97M-V with the def2-TZVPD basis set.

XYZ file:
```
16
Properties=species:S:1:pos:R:3:forces:R:3
C -0.316025 0.062634 1.939178 0.0137 0.0007 -0.0285
C -0.233249 -0.058910 0.441819 -0.0552 0.0076 0.0794
C -0.556089 -1.271641 -0.355480 -0.1185 -0.0492 -0.0794
C 0.839866 -0.682175 -0.422161 0.3019 -0.1019 0.0493
C 0.959298 0.645511 -1.237261 0.3964 -0.0417 -0.0506
N -0.254589 1.013147 -1.912485 0.1108 -0.2074 -0.1756
C -0.167932 1.208714 -0.468344 -0.0111 0.3047 0.1558
H 0.366299 0.837618 2.310211 -0.0832 -0.1084 -0.0909
H -0.042362 -0.879021 2.428952 -0.0454 0.1192 -0.1344
H -1.328533 0.327980 2.268301 0.1263 -0.0315 -0.0970
H -0.614899 -2.191966 0.223860 0.0849 0.1663 -0.1199
H -1.273541 -1.243779 -1.174235 0.1774 -0.0299 0.0690
H 1.702143 -1.259888 -0.110049 -0.1228 0.0665 0.0376
H 1.883112 1.099276 -1.572686 0.0476 -0.1192 0.2289
H -0.690191 0.173458 -2.269958 -0.6698 0.1374 0.2374
H -0.273308 2.219041 -0.089661 -0.1531 -0.1132 -0.0812
```
Forces are in eV/Å.

- SMILES: C[C@]12C[C@H]1[C@H]1N[C@H]12
- Total charge: 0
- HOMO: -8.6 eV

[3]
Below is the molecule C2H7N3S, with properties calculated with ωB97M-V with the def2-TZVPD basis set.

XYZ file:
```
13
Properties=species:S:1:pos:R:3:forces:R:3
C -0.135694 -0.313851 1.371306 8.4285 0.5190 1.9801
N 0.599545 -0.201753 0.075382 -1.4321 1.0662 -2.2452
N 1.973531 0.216248 0.058516 -0.7124 -1.1458 0.8165
C -0.020699 -0.052937 -1.235770 3.0325 3.4354 -3.1208
N -1.146426 -0.036541 -1.911012 0.5770 -0.2895 3.8573
S -2.476223 -0.115842 -0.722791 -2.8821 1.5644 -2.8596
H 0.333558 0.522294 2.130496 -2.0041 -1.7668 -1.9016
H -1.058358 -0.412867 1.123606 -6.1161 0.5333 -0.6790
H 0.110490 -1.300081 1.831172 0.2589 0.6020 -0.1071
H 2.457568 -0.681864 0.343991 0.0361 2.3085 0.0965
H 2.124480 1.124916 0.601580 -0.1369 -2.1891 -0.5778
H 0.796220 0.554762 -2.063322 -1.6197 -2.6713 2.7997
H -3.557994 0.697514 -1.603154 2.5703 -1.9664 1.9408
```
Forces are in eV/Å.

- SMILES: CN(N)/C=N\S
- Total charge: 0
- HOMO: -8.2 eV

[4]
Below is a cluster of 2 separate species, C2H6FNO2 in total, with properties calculated with ωB97M-V with the def2-TZVPD basis set.

XYZ file:
```
12
Properties=species:S:1:pos:R:3:forces:R:3
C -0.347150 2.091449 -0.076997 -1.4079 0.3141 -0.4302
C 0.124726 -2.204311 0.116228 4.4961 -0.0384 0.3406
N 0.663420 0.154456 0.563752 -0.5755 -1.3653 0.5770
O -0.826460 -1.964720 -0.705486 -1.9224 0.5178 -0.4757
O -0.276121 0.668513 -0.276233 0.2266 -0.2259 -0.1977
F 1.829034 -0.102436 -0.190821 0.5518 0.6248 -0.7566
H -1.383407 2.402183 0.302282 1.5871 -0.4927 -0.4780
H -0.090221 2.606794 -1.004672 -0.3927 -0.1604 -0.1527
H 0.451903 2.302178 0.582624 0.3949 0.6605 1.1295
H 0.135729 -2.011132 1.146313 -0.9407 -0.0805 1.2848
H 1.129637 -2.580450 -0.251861 -1.7107 0.3762 -0.0671
H -1.411090 -1.362526 -0.205128 -0.3065 -0.1301 -0.7741
```
Forces are in eV/Å.

- Total charge: 0
- HOMO (spin up / spin down): -8.9 / -7.1 eV

[5]
Below is the molecule C5H8O2, with properties calculated with ωB97M-V with the def2-TZVPD basis set.

XYZ file:
```
15
Properties=species:S:1:pos:R:3:forces:R:3
O -1.631201 -2.253297 -0.505651 0.5635 1.6769 0.7126
C -1.328095 -1.151476 -0.150574 0.5614 0.7611 -0.4257
C -1.983509 0.345320 -0.215783 0.0482 -0.7115 0.0064
C -0.586142 0.834694 -0.488226 0.0571 0.6694 0.0078
C 0.138206 -0.262038 0.271003 -0.3464 -0.3419 -0.1150
C 1.634750 -0.476111 -0.090554 -0.5717 -0.6129 -0.2407
O 2.459034 0.532062 0.512010 -0.1826 -0.1690 0.0194
H -2.717362 0.800284 -0.910791 -0.0484 -1.2599 0.1556
H -2.271454 0.669720 0.798658 0.1023 -0.4333 -0.2326
H -0.558981 1.864958 -0.162018 0.8850 0.3270 0.0376
H -0.330688 0.746892 -1.553060 -0.1136 0.1944 0.1924
H 0.078679 -0.109392 1.360037 -0.1398 -0.0568 -0.2667
H 1.966151 -1.461008 0.253632 -0.1070 -0.0303 -0.0723
H 1.762668 -0.422882 -1.182082 -0.1613 -0.1457 0.1488
H 3.386096 0.278562 0.365510 -0.5469 0.1326 0.0723
```
Forces are in eV/Å.

- SMILES: O=C1CC[C@@H]1CO
- Total charge: 0
- HOMO: -9.5 eV

[6]
Below is a structure of composition C30H24Cl5CoF3S3Sb, with properties calculated with ωB97M-V with the def2-TZVPD basis set.

XYZ file:
```
67
Properties=species:S:1:pos:R:3:forces:R:3
Co 0.375863 1.713335 0.488883 -0.2244 -0.4921 0.6260
C 1.086323 -0.444596 2.841470 0.0859 -0.0036 0.0910
C 2.242584 0.527508 3.007284 0.0478 -0.0893 0.1642
S 2.456217 1.568061 1.537248 -0.0010 -0.0681 -0.4667
C 2.518433 3.229718 2.229078 0.0262 0.1434 0.0174
C 1.265739 3.722109 2.945569 0.1220 0.0996 0.0843
S -0.309519 3.512426 2.056424 -0.0734 -0.0027 -0.2373
C -1.301874 2.747161 3.345297 0.0025 -0.1422 0.2611
C -0.808876 1.386728 3.800306 -0.1956 0.0563 0.1813
S -0.452438 0.362040 2.363220 0.0500 -0.0730 -0.3161
H 0.923578 -1.031145 3.746998 -0.0284 0.0750 0.0372
H 1.285170 -1.157817 2.042566 0.0206 -0.0207 -0.0390
H 3.168550 -0.025452 3.172823 -0.0182 0.0203 -0.0306
H 2.104759 1.181677 3.867612 -0.0331 -0.0327 0.0153
H 2.745754 3.861148 1.370092 -0.0252 -0.0099 -0.0144
H 3.374734 3.283121 2.903845 -0.0350 0.0297 0.0105
H 1.389683 4.787853 3.138300 -0.0084 -0.0024 0.0041
H 1.158324 3.233978 3.912684 -0.0080 -0.0059 0.0167
H -2.309198 2.682305 2.931573 0.0273 -0.0221 -0.0684
H -1.353531 3.440355 4.186628 -0.0188 -0.0281 0.0025
H -1.581786 0.877409 4.376758 0.0226 0.0208 0.0246
H 0.072646 1.458595 4.433259 0.0624 0.0382 -0.0393
Cl 1.987828 0.259711 -2.010222 -0.0195 0.3262 -0.1388
C 1.784976 1.986508 -2.112793 0.3994 -0.0869 -0.4252
C 1.203087 2.690322 -1.057301 -0.1081 0.0703 0.2366
C 1.295581 4.078895 -1.215869 -0.1976 0.3896 -0.1494
Cl 0.677421 5.183925 -0.004909 0.2374 -0.0413 -0.3297
C 1.837715 4.714837 -2.341040 -0.0381 -0.0156 0.0748
Cl 1.880552 6.427650 -2.475120 -0.0140 -0.0324 0.0573
C 2.347428 3.954389 -3.385593 0.0074 -0.0784 -0.0045
Cl 3.005018 4.703914 -4.780329 -0.0389 -0.0301 0.0675
C 2.332019 2.570358 -3.264547 -0.0789 -0.0228 0.0999
Cl 3.005378 1.621498 -4.531939 -0.0754 -0.0360 0.1315
F -4.969306 -3.646827 2.764514 0.0566 0.0312 -0.0238
C -4.038675 -3.044760 2.007200 -0.1605 -0.0542 0.0624
C -2.739686 -3.504006 2.058837 0.0581 0.0652 -0.0936
C -1.785000 -2.879128 1.265928 0.0312 -0.0344 0.0599
C -2.124611 -1.814231 0.434731 -0.4319 -0.0293 0.1654
C -3.450717 -1.376841 0.424035 0.0126 -0.0551 0.0616
C -4.420773 -1.989146 1.202433 0.1173 -0.0354 -0.0012
Sb -0.681452 -0.752968 -0.686847 0.4321 0.4561 -0.0141
C -1.482038 -0.934862 -2.620481 -0.0871 0.0003 -0.3127
C -2.690429 -0.305540 -2.921392 0.0328 0.0145 -0.0761
C -3.255163 -0.412000 -4.182981 0.0634 -0.0136 0.0437
C -2.583177 -1.147419 -5.138514 -0.1040 -0.0232 -0.2342
F -3.122839 -1.255974 -6.364587 0.0743 0.0170 0.1627
C -1.374877 -1.764559 -4.888447 -0.0141 0.0312 0.0566
C -0.826801 -1.651594 -3.619101 0.0604 -0.0119 -0.0262
C 0.782214 -2.284901 -0.655937 0.1682 -0.3071 -0.0211
C 2.082324 -2.064966 -0.199011 -0.0122 -0.0561 0.1212
C 3.013352 -3.091382 -0.133138 -0.0843 -0.0148 -0.0342
C 2.623404 -4.350908 -0.541652 0.1604 -0.1615 0.0022
F 3.516526 -5.351163 -0.490182 -0.1033 0.1129 0.0029
C 1.350941 -4.618474 -1.006604 -0.0124 0.0589 0.0051
C 0.436089 -3.578231 -1.057782 -0.0755 0.0478 0.0020
H -2.493244 -4.339060 2.697782 0.0270 -0.0384 0.0313
H -0.766428 -3.248352 1.304939 -0.0237 0.0276 -0.0139
H -3.758793 -0.547162 -0.197261 0.0157 0.0620 -0.0675
H -5.451970 -1.669072 1.190610 -0.0476 0.0235 -0.0044
H -3.209324 0.296286 -2.186661 0.0060 0.0126 0.0695
H -4.189299 0.067782 -4.436538 -0.0264 0.0149 0.0150
H -0.882174 -2.313568 -5.677898 0.0275 -0.0212 -0.0025
H 0.128518 -2.126318 -3.429519 -0.0149 0.0067 0.0581
H 2.401270 -1.069731 0.086773 -0.0155 -0.0759 0.0679
H 4.025430 -2.927844 0.207529 0.0315 0.0185 0.0176
H 1.095085 -5.621105 -1.317279 -0.0239 -0.0220 -0.0200
H -0.566513 -3.790497 -1.411756 -0.0090 0.0201 -0.0040
```
Forces are in eV/Å.

- Total charge: +1
- Spin multiplicity: 2
- HOMO (spin up / spin down): -11.2 / -11.2 eV